No. 1
C23H51ClIN3OP | ωB97M-V/def2-TZVPD

Results
**E_HOMO**: -0.45088 Ha
**LUMO level**: -3.414 eV
**Orbital gap**: 8.9 eV
**Total charge**: +1

Each line ends with the Mulliken charge.
Atoms and positions in Å:
I 0.5851 0.5656 2.1628  0.31
H 1.1899 -6.7758 3.7631  0.28
C 0.1685 0.4555 0.0849  -0.51
H -3.1541 2.0224 -2.1107  0.31
H 0.7585 -0.2272 -8.7096  0.31
H 1.8366 -1.9443 1.6754  0.11
H 4.3464 0.4870 -0.3576  0.39
H 1.2226 -0.3916 -2.9802  0.58
H 2.0199 2.3650 -1.3329  0.19
C 1.1987 -1.2018 -8.4767  -0.75
C 3.0532 -6.0461 2.8997  -0.36
C 2.2443 -7.0537 3.7076  -1.20
H -0.6695 -2.1662 -8.8892  0.37
C -3.6753 4.0475 5.8152  -0.82
H 1.6618 -1.5499 -9.4048  0.40
H 1.1128 -1.2797 -5.6250  0.25
H 3.4817 -4.6990 4.5192  0.41
H 0.8630 1.1298 -5.0813  0.23
C 1.1642 0.8260 -6.0901  -1.08
C -4.8103 3.5047 3.5985  -1.16
H 1.8152 -2.9788 4.0470  0.32
H 1.8610 1.5757 -6.4706  0.33
H -4.7351 6.5268 4.8740  0.24
H -2.7121 3.3941 4.0161  0.13
H -5.0364 2.4868 3.9258  0.28
H 0.7528 -4.8104 1.8328  0.29
H -3.3223 5.0310 3.9147  0.27
C 2.2968 -1.0277 -7.4249  -0.91
H -2.4974 6.6330 6.0404  0.28
H 0.2708 0.8389 -6.7164  0.29
H -3.3794 8.1521 6.1642  0.37
O -3.2242 2.4962 -1.2590  -0.46
H -5.6788 4.1330 3.8017  0.34
C 0.5606 -3.5973 -7.8778  -1.18
C 0.6838 -0.0492 -2.0743  -0.31
H -2.7089 4.3389 6.2385  0.33
H 1.2767 -3.6652 -7.0561  0.28
C 1.8128 -0.5538 -6.0550  -0.11
N 1.1440 -0.0089 -0.7960  0.41
C -0.9959 0.7803 -0.6987  0.51
P -2.6146 1.5010 -0.0519  0.36
H -4.6651 3.4850 2.5161  0.34
C 0.0771 -2.1676 -8.0905  -0.35
N -0.5868 0.4268 -1.9871  0.01
H 2.5787 -1.2962 -0.7610  0.26
H -0.0385 -3.3846 2.4717  0.34
C -4.6664 6.4278 5.9617  -0.33
C 3.0564 -4.6445 3.5124  -0.70
H 1.0354 -3.9852 -8.7814  0.30
H -1.1429 0.5235 -2.8334  0.29
H 2.8355 -1.9713 -7.2998  0.34
C 0.9426 -3.8279 2.2739  -0.55
H 1.0504 -4.5288 4.2991  0.36
H -0.2813 -4.2487 -7.6348  0.37
H 3.7364 -4.0098 2.9346  0.29
H 2.6517 -3.3679 1.0016  0.25
H -3.3262 7.0556 7.5476  0.30
H -3.8607 3.0273 6.1672  0.39
H -5.7515 4.5782 6.0680  0.31
H 2.6747 -0.5171 -5.3783  0.31
H 2.6792 -6.0124 1.8721  0.23
C 1.6840 -3.9723 3.6029  -0.73
C -4.7717 4.9586 6.3723  -0.78
H 2.6327 -7.1374 4.7250  0.30
H 3.7338 2.8073 -1.1322  0.38
H 3.5668 0.3584 -1.9941  0.28
H 3.0321 -0.3128 -7.8084  0.40
N 2.4219 -0.3713 -0.3429  -0.83
H 2.7270 2.3400 0.3113  0.24
H 2.3000 -8.0409 3.2445  0.38
H -5.5259 6.9635 6.3744  0.36
C -3.5584 4.0311 4.2903  -0.01
C 2.9463 2.1070 -0.7557  -0.91
Cl -2.0245 2.8415 1.4424  -0.15
C 3.3920 0.6227 -0.9224  -0.37
H 4.0869 -6.3974 2.8368  0.37
C -3.3919 7.1002 6.4577  -1.18
C 1.6791 -2.9489 1.2715  -0.74
H 1.0934 -2.8538 0.3498  0.33
H -4.7520 4.8926 7.4651  0.39
H -0.4374 -1.8147 -7.1911  0.23

***

No. 2
C23H51NO2 | ωB97M-V/def2-TZVPD

Results
**E_HOMO**: -0.27958 Ha
**LUMO level**: -0.797 eV
**SMILES**: O=C([O-])[C@H]1CC[NH2+]C1.CCCCCC.CCCCCC.CCCCCC
**Orbital gap**: 6.8 eV

Each line ends with the Mulliken charge.
Atoms and positions in Å:
C -0.5005 -7.3934 4.9908  -1.18
H -6.2136 -1.1677 3.2613  0.35
H 4.5352 1.8560 -4.5725  0.40
H 1.9437 5.5743 -7.2462  0.39
H 1.2904 -3.7922 5.8343  0.42
H 2.2671 2.6812 -4.6981  -0.33
C -0.6783 3.5554 1.8102  -1.27
H -1.8197 2.2159 0.5967  0.12
C 1.4134 -5.7116 4.8845  -0.80
H -5.2651 -0.6390 1.9507  0.38
C -2.9255 -0.9089 2.8764  0.41
H 1.2918 -7.5761 3.8336  0.38
H 1.5514 -2.4599 3.6315  0.30
H 0.7221 2.0894 -6.5014  0.38
H 4.4198 2.9311 -5.9481  0.25
H -4.5097 -2.5948 1.2885  0.32
C 1.7930 2.1263 -6.7302  -0.74
C 0.9668 3.7649 -0.8446  -0.72
H -0.3875 5.4591 -0.8483  0.26
H 1.4237 -3.9356 2.6586  0.41
C 0.3418 4.9892 -1.5150  -0.43
H 0.4103 4.2480 -3.5504  -0.05
C -0.1038 -3.7365 4.1995  0.36
H 0.5396 1.8391 -0.0017  0.35
H -1.1398 3.9647 -2.7397  0.28
H -0.6804 -2.9164 4.6385  0.20
C -1.1586 3.0748 0.4479  -0.21
C 4.0928 1.9592 -5.5682  -0.50
N -5.2744 -1.1550 2.8455  -0.07
C -0.0187 2.6521 -0.4773  -0.67
H 4.3642 -0.1330 -6.0687  0.29
H -0.8303 -4.3920 3.7046  0.09
H 2.2463 -5.3959 4.2494  0.31
C 2.5709 1.9232 -5.4270  0.05
C -4.7020 -2.4946 2.3905  -0.75
H 1.7274 3.3452 -1.5132  0.31
H -0.7217 5.5837 -3.2986  0.42
H 1.5268 3.4398 -8.4036  0.36
C -1.5327 -0.3598 3.3279  -0.10
C -4.2241 -0.3767 3.6058  -0.78
H 0.1825 -6.3674 3.2241  0.23
C 0.6080 -6.7798 4.1441  -0.34
H -4.3842 0.7325 3.6429  0.35
H -0.0461 4.4438 1.7265  0.41
O -0.8783 0.4078 2.5250  -0.65
H 0.2936 -2.6068 2.4005  0.29
C 0.6109 -4.4841 5.3254  -1.02
H -1.0260 -8.1661 4.4249  0.37
H -3.4287 -2.7203 4.0818  0.30
H -4.0511 -0.7590 4.6498  0.39
C -3.2246 -2.4687 3.0000  -0.32
H -3.0244 -0.7306 1.7697  0.19
H -0.0894 -7.8554 5.8919  0.30
C 0.8502 -3.1541 3.1646  -1.30
H -2.4878 -3.1907 2.5839  0.29
H -5.4229 -3.2337 2.8302  0.37
H 2.2768 0.9598 -4.9962  0.42
H 5.7296 0.9023 -6.5033  0.38
H 1.8684 -6.1640 5.7730  0.41
H -1.7681 3.8529 -0.0244  0.41
H -1.2378 -6.6468 5.2933  0.27
H -0.1098 2.7734 2.3166  0.24
H -1.5312 3.8163 2.4416  0.34
H 1.5025 4.0900 0.0519  0.32
H 3.1514 3.4724 -7.7542  0.25
C 1.7331 4.6736 -6.6658  -1.10
H 1.1279 5.7332 -1.6798  0.38
H 1.9840 1.2870 -7.4057  0.33
H 2.3065 4.7366 -5.7386  0.25
H 4.2642 0.9311 -7.4814  0.28
C -0.3162 4.6728 -2.8522  -0.84
O -1.0447 -0.6914 4.4234  -0.72
C 4.6396 0.8499 -6.4590  -1.21
C 2.0958 3.4308 -7.4687  -0.42
H 0.6696 4.6742 -6.4136  0.26
H -0.1291 -4.7818 6.0756  0.32
H -0.4462 2.2264 -1.3915  0.36

***

No. 3
C23H52BrF2NO11Si | ωB97M-V/def2-TZVPD

Results
**E_HOMO**: -0.34261 Ha
**LUMO level**: 0.400 eV
**SMILES**: COC[Si@H](C[C@H](C)Br)N(C(=O)F)C(=O)F.COCCOC.COCCOC.COCCOC.COCCOC
**Orbital gap**: 9.7 eV

Each line ends with the Mulliken charge.
Atoms and positions in Å:
H 2.6669 -4.0616 0.5297  0.37
H 0.5000 4.7307 6.5937  0.34
H 3.7326 -1.2511 -4.3936  0.32
H -4.0599 -0.2766 5.5276  0.31
H -2.4732 -0.6818 4.8482  0.24
C -3.2912 0.0644 4.8002  -0.51
H 1.9919 -4.0704 -3.8031  0.34
C 1.3669 -3.3791 -4.3786  -0.98
H 0.4028 5.3438 -5.9555  0.32
H 5.4899 -1.6183 0.7954  0.29
C -5.6251 -3.6556 1.3210  0.48
O 0.3105 2.3853 -3.2200  -0.41
H 2.6875 4.7292 -3.5602  0.37
H -1.5966 7.3693 7.4943  0.24
O -0.5596 6.4243 6.0152  -0.37
H -0.3047 3.8270 -5.3273  0.32
C -1.6107 -2.5253 0.2830  0.04
H 4.2643 -3.0922 -1.0287  0.37
Br -2.1044 -4.3585 -0.2368  -0.13
N -4.4057 -3.7445 2.0520  0.46
H 0.9231 1.5161 -5.0158  0.31
C 6.0211 -2.4774 1.2127  -0.71
C -4.5330 -4.5220 3.2332  0.43
H 2.3117 -0.1713 -6.1219  0.00
H 0.0571 -2.5742 -1.0805  0.23
H -2.4604 -0.6009 0.7568  0.46
H 2.5885 -2.9054 -1.6267  0.18
O 1.8693 -2.0570 -4.2658  0.13
C -4.6803 -0.8121 3.0952  -0.58
C 3.4040 -2.4196 -1.0817  -0.60
H 0.3576 -3.3942 -3.9666  0.21
F -5.5946 -4.3886 4.0417  -0.24
C -0.9369 6.5096 7.3791  -0.68
H -5.3992 -0.3538 2.3929  0.27
H 4.0718 -2.3151 2.6317  0.36
H -1.2744 4.7038 4.0859  0.36
H 1.8760 -2.9494 1.6562  0.20
C 0.3707 1.2765 -4.1029  -0.65
C -0.8111 -1.9191 -0.9133  -1.24
H 3.5665 -2.8190 -5.1966  0.41
H -0.6487 1.0054 -4.3781  0.36
H 0.2488 -1.4323 -6.2343  0.20
C 1.7338 4.2595 -3.8207  -0.52
C 0.0805 5.1971 5.6967  -0.56
O -3.8074 0.2681 3.5007  -0.36
H 0.5825 3.8274 -6.8619  0.25
F -6.3085 -2.4995 1.2175  -0.22
O -1.9072 3.8088 5.8548  -0.38
H 6.8062 -2.7724 0.5170  0.25
H 1.6436 3.2393 -1.9458  0.41
H -2.8819 0.9966 5.2309  0.10
H 0.9098 5.4320 5.0219  0.37
H -5.2532 -1.1592 3.9784  0.44
C 2.7956 -3.1293 1.0887  -0.22
H 2.3877 2.2842 -3.2362  0.23
H -2.4384 -2.3510 3.2248  -0.25
O -3.7312 -5.2966 3.4943  -0.40
Si -3.5891 -2.1561 2.3183  0.12
H 1.3219 -3.7072 -5.4197  0.40
C 3.0655 -1.8642 -5.0091  -0.64
C 3.9526 -3.2429 2.0636  -0.73
H 0.8394 0.4221 -3.6040  0.23
H -0.5311 -0.8884 -0.6455  0.39
O 1.7729 3.9838 -5.2154  -0.37
H -0.3046 3.3519 4.6901  0.36
H -3.8116 4.2658 6.4300  0.25
H -2.9920 5.5653 5.5468  0.43
H 3.7367 -4.0477 2.7731  0.38
O 2.0296 -1.9247 -7.2047  -0.40
C 2.8002 -1.1319 -6.3114  -0.31
C -0.8646 4.2434 4.9899  -0.45
C 0.6654 -1.5391 -7.2394  -0.61
H 0.5556 -0.5959 -7.7848  0.32
C -2.8381 -1.6340 0.6444  -0.77
H -1.4719 -1.9310 -1.7939  0.38
O 2.9589 -2.0293 0.2063  -0.36
H -0.9847 -2.6017 1.1877  0.27
H -3.5765 4.1172 4.6760  0.29
H 6.4821 -2.1971 2.1654  0.33
H -3.6209 -1.6584 -0.1359  0.50
H 0.1097 -2.3148 -7.7654  0.25
H 3.7570 -0.9323 -6.8036  0.40
H 3.7003 -1.5224 -1.6249  0.20
C 0.5425 4.2619 -5.8633  -0.75
H -1.4719 5.6151 7.7079  0.29
C -3.1313 4.4834 5.6068  -0.82
C 1.5794 2.9869 -3.0091  -0.42
H -0.0520 6.6588 8.0063  0.32
H 0.9335 4.9675 -3.5849  0.33
O -6.0445 -4.5792 0.7863  -0.42
O 5.1599 -3.5886 1.3975  -0.37

***

No. 4
C23H52InO3P4S | ωB97M-V/def2-TZVPD

Results
**E_HOMO**: -0.56413 Ha
**LUMO level**: -11.253 eV
**Energy above the lowest of the compared OMol25 structures with the same formula, charge and spin**: 64.9 kJ/mol
**Orbital gap**: 4.1 eV
**Total charge**: +3

Each line ends with the Mulliken charge.
Atoms and positions in Å:
C -3.7391 1.6712 -0.9519  -1.34
H -1.0633 3.2176 -4.6654  0.38
O -1.9612 -2.4857 4.9732  -0.32
H 1.2493 -3.6306 -5.1364  0.46
O -1.7581 -0.0457 4.1899  -0.22
O -0.1112 -1.7875 3.3122  0.13
H 0.5544 -1.8353 6.0880  0.14
H 2.3687 -4.7295 -1.4884  0.27
C 1.9156 0.4936 1.7660  -1.39
C -2.0380 -1.5531 -5.2793  -0.56
C -1.2378 2.0236 5.1855  -1.26
P -2.0193 2.1254 -0.4997  0.74
H 1.8789 0.1232 -4.5826  0.29
H 0.1518 2.5897 -5.8326  0.51
H -1.7940 -1.1963 6.6364  0.21
H 0.6747 4.2763 -2.6495  0.31
H 0.1136 -2.5256 7.6499  0.39
H -2.9148 -0.8969 -5.2874  0.49
H -1.2315 4.4338 -0.3958  0.32
C -0.1152 -2.4249 -4.0056  0.01
H 0.1699 -3.7556 3.9506  0.30
H -3.8046 1.4574 -2.0298  0.38
C 0.2995 -3.1067 -5.1579  -0.66
H 1.9596 1.2372 2.5730  0.54
C -0.1035 -2.5581 6.5785  -0.90
H -0.3303 0.1292 5.7167  0.31
C -0.4741 -3.0673 -6.3274  -0.48
H -2.1958 -2.1964 -7.3230  0.40
C 3.5521 1.1648 -0.6163  -1.12
H -0.4736 2.6174 5.6942  0.42
H -0.0485 -3.5651 2.1861  0.22
H -1.6936 3.9861 -2.0472  0.31
In -0.4478 0.4783 -1.7846  0.80
C 2.1155 1.1891 -4.4599  -1.18
C 1.9068 -3.0288 2.8925  -0.82
H -1.5702 2.5652 4.2924  0.14
H 2.2205 -3.0272 -0.7268  0.13
C 0.5013 -4.2998 -0.5961  -0.26
H -2.9588 4.3452 -0.8510  0.50
C 1.7404 -3.9735 -0.9790  -0.51
H 2.5658 3.4859 0.9315  0.54
H -2.0419 1.2189 1.7865  0.25
H 0.1311 -3.5640 6.2152  0.31
H -0.1287 -3.6060 -7.2293  0.39
H -3.0202 2.6883 1.6600  0.48
H -2.0951 1.9101 5.8613  0.35
H 4.2993 1.6584 0.0175  0.49
H 2.4027 -2.5830 3.7647  0.32
H 0.1675 -5.3561 -0.7451  0.23
H -4.4185 2.5031 -0.6946  0.52
C -1.5559 -2.2355 6.3565  -0.10
H 1.1836 0.5493 -0.7244  -0.17
C -0.4303 2.3593 -4.9274  -1.12
C -1.3268 -1.6952 -4.0592  0.61
H -2.1928 -2.8983 6.9517  0.33
C -2.0902 2.2079 1.3205  -1.00
C 1.4312 3.6730 -3.1710  -1.21
P 0.7450 2.0248 -3.5711  0.70
H 0.4452 -2.4875 -3.0757  0.24
S -2.1365 -1.0301 -2.6871  -0.16
H 2.7671 -0.1952 1.8352  0.52
H 3.5186 1.6173 -1.6214  0.25
H 2.3238 3.5845 -2.5362  0.37
C -0.6694 0.6735 4.8249  0.87
C 1.6438 3.0947 0.4729  -0.85
P 1.9696 1.3743 0.2061  0.98
C -1.6283 -2.2780 -6.3834  -0.67
H -0.1483 -3.6533 -0.0171  0.15
H -1.0486 1.4718 -5.1101  0.23
H 3.7701 0.0932 -0.7292  0.39
H 0.9951 -0.0955 1.8969  0.29
H 2.1672 -2.4486 1.9959  -0.22
H 2.2107 1.6547 -5.4520  0.49
H 1.4457 3.6547 -0.4401  0.08
H -4.0426 0.7593 -0.4149  0.40
H 1.7141 4.1957 -4.0976  0.47
H 0.1753 0.7627 4.1270  -0.55
H 3.0558 1.2976 -3.9026  0.35
H -1.2482 2.7933 1.7099  0.20
H 0.8176 3.2594 1.1661  0.31
P -1.7490 -1.5912 3.6290  -0.21
H 2.2982 -4.0481 2.7603  0.44
C -1.9700 3.8865 -0.9923  -1.21
C 0.4087 -3.1212 3.0806  -0.13

***

No. 5
C23H52MnO4P4 | ωB97M-V/def2-TZVPD

Results
**Spin multiplicity**: 5
**E_HOMO (alpha / beta)**: -0.62472 / -0.59719 Ha
**LUMO level (alpha / beta)**: -8.995 / -11.970 eV
**Orbital gap (alpha / beta)**: 8.0 / 4.3 eV
**Total charge**: +3

Each line ends with the Mulliken spin population.
Atoms and positions in Å:
O -1.6917 -0.1371 3.4088  0.00
H -0.8720 -1.0916 6.6302  0.00
H -4.3623 -0.1394 -0.0857  0.00
C -2.3304 0.4507 -2.3400  -0.01
H -0.4027 -3.0729 1.8757  -0.01
H 2.6252 -2.5381 -0.4960  0.00
H 4.8178 0.1637 0.0149  0.00
C -1.7776 -0.6066 4.8198  0.00
H -0.4484 3.5665 5.2211  0.00
H -2.3899 0.1432 5.3216  0.00
C -1.3165 2.8136 -6.3872  0.05
C 0.3968 2.2330 3.8202  0.00
H -0.3935 1.9066 5.8378  0.00
C -0.5698 2.5121 4.9449  0.00
H -2.9514 2.3717 0.8671  0.00
H 2.8509 -0.7481 3.1338  0.00
H -1.7642 3.7202 -5.9708  0.00
H 1.4052 2.5871 4.0791  0.00
C 3.2897 1.6542 1.7330  -0.01
H 0.0687 2.7605 2.9138  0.00
C -2.9252 2.1730 -0.2116  0.01
C 1.0402 -1.1729 -2.6710  0.01
C 0.4808 -3.8225 3.7202  0.00
H 1.1461 2.6734 0.8647  0.02
C -0.7288 0.4989 -6.0732  0.28
H -1.7444 -2.2780 -2.0744  0.00
H 3.6445 0.6842 -1.2392  0.00
H -1.5526 1.0206 -2.8553  0.01
C 3.1663 -1.0768 2.1338  -0.02
H -2.3940 2.9884 -0.7178  0.00
H -2.0752 1.5432 -4.7847  0.02
Mn 0.0688 0.2644 0.1948  3.35
H 2.7704 1.8138 2.6890  0.00
H -2.3126 -1.5534 4.7351  0.00
C -0.3431 -2.8188 2.9462  0.02
H 3.1870 2.5391 1.0933  0.00
H 1.3005 -2.0734 -3.2448  0.00
H 2.7566 -2.0750 1.9305  0.00
C -1.0359 -2.7315 -1.3748  0.01
C 0.3680 2.3394 0.1743  -0.17
C -3.3782 -0.5676 0.1462  0.00
H 4.3558 1.4518 1.9105  0.00
H -3.2500 -0.6325 1.2348  0.00
H 3.8262 -1.0584 -0.8478  0.00
H 1.5337 -3.8166 3.4175  0.00
C -0.0999 0.4558 -7.3447  0.08
P 0.3983 -1.6426 -1.0193  0.02
P 2.5961 0.1668 0.8992  -0.03
H 1.5107 -3.7962 -1.0883  0.00
H 1.9333 -0.5441 -2.5692  0.00
H 0.0679 -4.8150 3.5031  0.00
H -0.4929 3.7585 -8.1306  0.00
O 0.3403 -1.5305 3.0630  0.01
H 1.3810 -3.2037 0.5846  0.00
H -1.5666 -2.9595 -0.4418  -0.01
H -3.3076 0.8814 -2.5929  0.00
H -3.9530 2.1166 -0.5961  0.00
H -3.2982 -1.5672 -0.3003  0.00
H 0.0280 -1.1706 -5.3186  -0.02
H 0.2989 -0.6059 -3.2463  0.00
H 0.3297 -0.4734 -7.7324  0.00
H -1.3705 -2.7563 3.3351  0.00
H 1.7804 1.7555 -1.4150  0.02
O -0.6010 -0.4561 -5.0821  0.15
P -0.3046 -0.1252 2.5357  0.00
H -0.5839 2.8575 0.3123  0.00
H -2.2941 -0.5754 -2.7156  0.01
C -0.0446 1.6467 -8.0821  0.06
H 4.2645 -1.1038 2.0784  0.00
C 1.5960 -2.9065 -0.4500  0.02
C 0.7281 1.8145 -1.1219  -0.20
H 0.4224 -3.6682 4.8100  0.00
C -1.4631 1.6219 -5.6896  0.10
H 0.0460 -1.7135 5.2849  0.00
H -1.6049 2.3970 4.6122  0.00
C -0.6029 2.8287 -7.5871  0.27
C 3.8376 -0.0415 -0.4389  -0.01
H 0.4536 1.6605 -9.0594  0.01
O 0.5988 0.8164 3.5397  0.01
H -0.6785 -3.6772 -1.8055  0.00
P -2.1022 0.5597 -0.5211  -0.06
H 0.0574 1.9749 -1.9719  0.02
C -0.5343 -0.8471 5.6225  0.00
H 0.1453 0.0050 5.7014  0.00

***

no.,F_max (eV/A),calculated total energy (Ha)
1,3.54,-2245.43708
2,3.91,-1112.09092
3,4.08,-4853.00396
4,2.69,-3086.04208
5,5.43,-3723.98602